Entry 1:
{"formula": "C13H21AlN8O2S2", "method": "the ωB97M-V functional and the def2-TZVPD basis", "homo_ev": -15.30, "orbital_gap_ha": 0.3045, "charge": 2, "de_lowest_ev": 0.000, "molar_mass_g_mol": 412.48, "symbols": ["H", "H", "C", "H", "H", "H", "C", "S", "H", "C", "H", "N", "H", "H", "N", "O", "C", "C", "H", "H", "H", "C", "H", "H", "N", "C", "O", "S", "N", "C", "Al", "H", "H", "N", "N", "H", "N", "C", "C", "N", "H", "C", "H", "H", "H", "C", "C"], "positions_angstrom": [[3.339, 4.083, -0.578], [-2.649, -2.653, 3.587], [-2.670, -3.091, 2.594], [1.695, 4.466, -1.089], [-4.256, -2.465, -0.374], [0.023, 3.685, 0.983], [4.699, 0.581, -2.121], [0.073, 0.374, 2.391], [0.681, -0.524, -2.746], [3.917, 1.656, -1.697], [-2.834, -4.161, 2.699], [2.365, 0.139, -0.716], [-1.532, 3.585, 2.730], [-3.854, -4.062, 0.271], [-1.230, 2.640, 2.907], [-3.200, 0.087, -1.405], [-1.189, -2.674, 0.669], [3.131, -0.887, -1.105], [5.607, 0.761, -2.685], [2.098, 4.355, 0.633], [-1.633, -0.032, -3.403], [2.290, 3.921, -0.349], [4.214, 2.670, -1.923], [0.409, 1.085, -2.877], [-1.202, -0.008, -2.495], [-3.612, -3.002, 0.311], [-1.271, 0.455, -0.296], [0.413, -2.332, 0.012], [0.124, 2.692, 1.081], [4.315, -0.702, -1.803], [0.424, 0.001, -0.028], [-0.526, -2.802, 2.535], [-4.729, -2.656, 2.116], [-2.214, -2.803, -0.145], [-1.348, -2.856, 1.966], [2.789, -1.882, -0.853], [0.159, 0.250, -2.363], [-3.735, -2.457, 1.719], [-0.400, 1.988, 2.123], [0.944, 1.973, 0.261], [4.910, -1.560, -2.088], [-1.993, 0.185, -1.364], [-2.035, -2.686, -1.127], [-1.631, 2.159, 3.694], [-3.584, -1.374, 1.687], [1.933, 2.474, -0.356], [2.775, 1.403, -0.984]]}

Entry 2:
{"formula": "C13H21AsCrO9S", "method": "the ωB97M-V functional and the def2-TZVPD basis", "s2": 3.777, "spin_multiplicity": 4, "homo_ev": [-12.21, -12.21], "orbital_gap_ha": [0.3161, 0.3511], "charge": 1, "molar_mass_g_mol": 480.29, "symbols": ["H", "H", "H", "H", "H", "H", "H", "H", "O", "H", "C", "C", "C", "O", "O", "O", "H", "C", "H", "H", "C", "H", "C", "S", "H", "Cr", "H", "C", "O", "H", "C", "H", "H", "C", "O", "O", "As", "C", "O", "H", "C", "O", "C", "C", "H", "H"], "positions_angstrom": [[-0.201, 3.608, 1.064], [-3.483, -0.419, -1.473], [-2.501, -2.183, 2.591], [-3.058, -1.004, 3.815], [2.904, 1.725, 1.453], [-4.100, 0.397, 2.082], [1.048, 3.120, 2.232], [3.022, 1.723, -0.302], [-1.562, -0.342, 2.542], [4.535, -0.077, -3.930], [0.824, 3.259, 1.176], [-2.739, -1.135, 2.780], [3.694, -0.465, -3.374], [-1.264, 0.352, -1.266], [-1.011, -2.232, 0.501], [1.355, -1.876, 0.952], [2.403, 0.291, 0.549], [2.421, 1.379, 0.540], [1.503, 4.011, 0.775], [-0.801, 2.606, -3.285], [2.590, 0.333, -3.145], [-4.641, -1.277, 1.788], [2.639, -2.294, -2.186], [0.424, -2.701, 0.195], [4.578, -2.394, -3.061], [-1.100, -0.243, 0.552], [2.653, -3.316, -1.832], [1.527, -1.498, -1.960], [0.692, 2.251, -0.952], [-4.546, 0.593, -0.453], [1.510, -0.185, -2.427], [-4.803, -1.180, -0.537], [0.325, 0.031, 3.224], [-0.493, -0.633, 3.476], [-0.210, 1.851, -3.419], [-3.147, -0.583, 0.532], [0.122, 0.991, -1.973], [-3.775, -0.614, 1.822], [0.086, 1.023, 0.949], [-0.859, -0.439, 4.483], [-4.065, -0.379, -0.560], [0.398, -1.935, -1.343], [3.713, -1.768, -2.884], [1.013, 1.951, 0.445], [-0.185, -1.672, 3.361], [2.564, 1.351, -3.513]]}

Entry 3:
{"formula": "C13H21BO6S", "method": "the ωB97M-V functional and the def2-TZVPD basis", "smiles": "O=C1C=C(CCO)C(=O)C(CB(O)O)=C1S.CCOCC", "homo_ev": -9.32, "orbital_gap_ha": 0.2836, "de_lowest_ev": 6.747, "molar_mass_g_mol": 316.18, "symbols": ["C", "C", "H", "O", "H", "O", "C", "C", "H", "H", "H", "H", "H", "H", "H", "H", "H", "H", "C", "C", "O", "O", "O", "H", "H", "O", "H", "H", "C", "C", "B", "C", "H", "H", "C", "H", "C", "H", "C", "S", "H", "C"], "positions_angstrom": [[-1.138, -4.831, 1.313], [1.709, 1.645, -1.434], [-2.520, -5.255, 2.940], [-1.253, -3.411, 1.289], [4.931, 1.925, -0.652], [5.069, 1.612, -1.615], [-0.127, 3.764, -1.354], [-1.430, -2.768, 2.551], [-3.069, 4.158, -3.407], [-0.177, -4.067, 3.767], [-2.390, -3.059, 2.991], [-0.223, -5.127, 1.835], [0.663, -2.677, 3.082], [-0.453, -2.461, 4.452], [-3.830, 3.557, -0.780], [-3.257, -5.254, 1.338], [0.466, -1.519, -0.126], [-1.202, 5.759, -1.608], [-2.354, -5.529, 1.895], [0.337, 2.229, 0.801], [4.423, -0.868, -1.190], [0.548, 2.228, 2.119], [2.226, 4.031, -2.498], [-1.692, 3.559, 0.414], [-2.382, 2.795, -2.267], [-3.502, 4.361, -1.289], [-0.718, 4.932, -3.333], [2.715, 1.118, -3.525], [-2.563, 3.971, -2.352], [2.584, 0.648, -2.436], [4.083, 0.488, -1.746], [-1.090, 4.755, -2.237], [5.376, -0.871, -0.850], [-1.014, -5.152, 0.271], [1.169, 1.127, -0.136], [2.022, -0.370, -2.597], [-0.285, -3.009, 3.519], [-1.499, -1.694, 2.347], [1.384, 3.237, -1.831], [1.343, -0.621, 0.515], [-2.230, -6.615, 1.849], [-0.647, 3.262, -0.024]]}

Entry 4:
{"formula": "C13H21F3NO10PS", "method": "the ωB97M-V functional and the def2-TZVPD basis", "smiles": "FC(F)(F)NCCOC[PH2]=S.O=C1OCCO1.O=C1OCCO1.O=C1OCCO1", "homo_ev": -8.24, "orbital_gap_ha": 0.3167, "molar_mass_g_mol": 471.34, "symbols": ["O", "O", "H", "C", "C", "C", "C", "H", "H", "C", "C", "H", "H", "C", "O", "O", "P", "H", "H", "O", "C", "H", "S", "H", "H", "C", "H", "N", "C", "H", "H", "O", "H", "O", "F", "H", "F", "C", "H", "H", "H", "H", "O", "H", "O", "C", "O", "H", "C", "F"], "positions_angstrom": [[0.953, 1.102, -3.087], [4.560, 4.360, 1.622], [0.558, -2.401, -0.608], [-6.437, -3.095, -0.018], [4.735, 2.847, 3.336], [5.731, 4.571, 2.269], [-2.203, 0.329, 1.156], [-2.885, 0.135, 0.333], [-1.489, -1.241, -0.512], [2.427, -0.655, 0.652], [-5.491, -3.089, 1.165], [4.153, 3.248, 4.168], [2.566, -0.183, -3.098], [-0.184, 0.365, -3.123], [-3.566, -1.866, -1.359], [6.474, 5.467, 2.049], [-1.234, 1.847, 0.768], [-7.410, -2.669, 0.208], [-1.627, -2.608, 0.597], [-4.219, -2.907, 0.532], [1.152, -0.486, -4.730], [-0.183, 1.915, 1.696], [-2.416, 3.399, 0.815], [1.620, -1.444, -4.937], [0.666, -2.533, 1.154], [-1.143, -1.654, 0.425], [4.964, 1.803, 3.532], [1.067, -0.607, 0.355], [0.364, -1.894, 0.337], [-6.571, -4.091, -0.442], [-2.781, 0.629, 2.024], [-0.056, -0.670, -3.982], [0.908, -0.098, -0.503], [-1.415, -0.777, 1.509], [2.895, 0.611, 0.861], [2.617, 1.089, -4.334], [3.199, -1.142, -0.364], [4.065, 3.070, 1.998], [0.909, 0.007, -5.672], [-5.670, -2.252, 1.841], [2.980, 3.079, 2.057], [4.376, 2.343, 1.251], [5.938, 3.610, 3.205], [-5.505, -4.015, 1.733], [-1.151, 0.596, -2.476], [-4.422, -2.309, -0.667], [-5.740, -2.280, -0.966], [-0.590, 1.664, -0.462], [1.970, 0.394, -3.807], [2.682, -1.371, 1.764]]}

no.,energy (a.u.)
1,-2135.03567
2,-4863.39671
3,-1382.20242
4,-2354.28550